1.
Molecular formula: C26H64Cl2N7O5P3S2
Method: DFT, ωB97M-V with the def2-TZVPD basis set

Each atom is followed by the atoms it is bonded to, with distances in Å.
CARTESIAN COORDINATES (ANGSTROEM)
1 C 6.685 -5.345 -0.832  C2 1.607, H24 1.112, H25 1.113, H26 1.126
2 C 6.374 -3.913 -1.492  C1 1.607, P3 1.870, H27 1.127, H28 1.110
3 P 4.521 -3.824 -1.724  C2 1.870, C4 1.904, C5 1.889
4 C 3.848 -3.919 0.055  P3 1.904, H29 1.120, H30 1.112, H31 1.120
5 C 3.915 -2.153 -2.365  P3 1.889, C6 1.599, C11 1.614, C22 1.581
6 C 4.312 -0.906 -1.447  C5 1.599, C7 1.568, H32 1.120, H33 1.134
7 C 5.853 -0.640 -1.331  C6 1.568, C8 1.591, H34 1.113, H35 1.128
8 C 6.235 0.903 -1.383  C7 1.591, C9 1.572, H36 1.116, H37 1.126
9 C 6.335 1.401 -2.871  C8 1.572, N10 1.487, H38 1.113, H39 1.127
10 N 7.696 1.109 -3.391  C9 1.487, H40 1.023, H41 1.021
11 C 2.310 -2.229 -2.215  C5 1.614, C12 1.569, H42 1.124, H43 1.123
12 C 1.553 -1.188 -3.111  C11 1.569, C13 1.571, S18 1.865, H44 1.119
13 C 0.000 -1.136 -2.880  C12 1.571, Cl14 1.834, C15 1.591, H45 1.123
14 Cl -0.701 -2.793 -2.525  C13 1.834
15 C -0.402 -0.157 -1.693  C13 1.591, C16 1.572, Cl17 1.845, H46 1.117
16 C -0.276 1.367 -2.061  C15 1.572, H47 1.125, H48 1.133, H49 1.117
17 Cl -2.135 -0.565 -1.207  C15 1.845
18 S 1.834 -1.738 -4.871  C12 1.865, O19 1.481, O20 1.489, O21 1.679
19 O 2.003 -0.591 -5.793  S18 1.481
20 O 0.793 -2.713 -5.298  S18 1.489
21 O 3.264 -2.612 -4.772  S18 1.679, C22 1.459
22 C 4.182 -1.886 -3.901  C5 1.581, O21 1.459, S23 1.838, H50 1.128
23 S 5.871 -2.287 -4.507  C22 1.838, H51 1.379
24 H 5.820 -5.764 -0.274  C1 1.112
25 H 7.640 -5.324 -0.260  C1 1.113
26 H 6.864 -6.040 -1.700  C1 1.126
27 H 6.795 -3.167 -0.760  C2 1.127
28 H 6.978 -3.878 -2.422  C2 1.110
29 H 3.771 -4.993 0.364  C4 1.120
30 H 2.828 -3.489 0.151  C4 1.112
31 H 4.609 -3.432 0.716  C4 1.120
32 H 3.791 -0.938 -0.456  C6 1.120
33 H 3.866 -0.010 -1.978  C6 1.134
34 H 6.495 -1.218 -2.032  C7 1.113
35 H 6.161 -0.968 -0.296  C7 1.128
36 H 5.587 1.527 -0.722  C8 1.116
37 H 7.266 0.951 -0.934  C8 1.126
38 H 6.173 2.501 -2.917  C9 1.113
39 H 5.578 0.811 -3.462  C9 1.127
40 H 7.801 1.536 -4.315  N10 1.023
41 H 7.768 0.104 -3.561  N10 1.021
42 H 2.074 -1.949 -1.152  C11 1.124
43 H 1.980 -3.287 -2.392  C11 1.123
44 H 1.999 -0.163 -3.053  C12 1.119
45 H -0.480 -0.727 -3.809  C13 1.123
46 H 0.198 -0.339 -0.769  C15 1.117
47 H 0.506 1.809 -1.382  C16 1.125
48 H -1.227 1.926 -1.804  C16 1.133
49 H 0.073 1.563 -3.104  C16 1.117
50 H 4.047 -0.782 -4.086  C22 1.128
51 H 5.933 -3.638 -4.776  S23 1.379
52 C -5.689 4.583 0.733  N53 1.447, H63 1.095, H64 1.093, H65 1.093
53 N -4.270 4.339 0.589  C52 1.447, C54 1.458, P55 1.712
54 C -3.756 3.421 1.597  N53 1.458, H66 1.098, H67 1.092, H68 1.093
55 P -3.133 5.128 -0.420  N53 1.712, O56 1.539, N57 1.732, N60 1.762
56 O -2.591 3.845 -1.075  P55 1.539
57 N -3.843 5.724 -1.882  P55 1.732, C58 1.449, C59 1.464
58 C -5.246 5.572 -2.209  N57 1.449, H69 1.098, H70 1.094, H71 1.090
59 C -3.058 5.478 -3.094  N57 1.464, H72 1.096, H73 1.091, H74 1.094
60 N -3.510 6.668 0.347  P55 1.762, C61 1.464, C62 1.455
61 C -3.195 6.814 1.770  N60 1.464, H75 1.095, H76 1.091, H77 1.091
62 C -3.771 7.934 -0.323  N60 1.455, H78 1.094, H79 1.088, H80 1.095
63 H -5.937 5.648 0.770  C52 1.095
64 H -6.084 4.159 1.660  C52 1.093
65 H -6.252 4.115 -0.079  C52 1.093
66 H -3.560 3.945 2.542  C54 1.098
67 H -2.821 2.957 1.275  C54 1.092
68 H -4.455 2.605 1.794  C54 1.093
69 H -5.528 4.516 -2.319  C58 1.098
70 H -5.483 6.085 -3.146  C58 1.094
71 H -5.887 6.049 -1.467  C58 1.090
72 H -3.203 4.461 -3.475  C59 1.096
73 H -1.994 5.623 -2.904  C59 1.091
74 H -3.339 6.181 -3.884  C59 1.094
75 H -4.043 6.498 2.387  C61 1.095
76 H -2.959 7.840 2.054  C61 1.091
77 H -2.330 6.208 2.042  C61 1.091
78 H -4.851 8.089 -0.413  C62 1.094
79 H -3.327 7.988 -1.314  C62 1.088
80 H -3.365 8.790 0.224  C62 1.095
81 C -4.261 -4.104 5.193  N82 1.446, H92 1.095, H93 1.093, H94 1.093
82 N -2.828 -4.257 5.069  C81 1.446, C83 1.458, P84 1.713
83 C -2.268 -5.123 6.100  N82 1.458, H95 1.098, H96 1.092, H97 1.093
84 P -1.732 -3.414 4.060  N82 1.713, O85 1.539, N86 1.732, N89 1.763
85 O -1.098 -4.669 3.434  P84 1.539
86 N -2.449 -2.882 2.576  P84 1.732, C87 1.448, C88 1.464
87 C -3.833 -3.123 2.226  N86 1.448, H98 1.099, H99 1.094, H100 1.090
88 C -1.630 -3.094 1.381  N86 1.464, H101 1.096, H102 1.092, H103 1.093
89 N -2.217 -1.887 4.795  P84 1.763, C90 1.464, C91 1.455
90 C -1.934 -1.699 6.219  N89 1.464, H104 1.095, H105 1.091, H106 1.091
91 C -2.547 -0.652 4.099  N89 1.455, H107 1.094, H108 1.088, H109 1.095
92 H -4.577 -3.056 5.209  C81 1.095
93 H -4.639 -4.536 6.124  C81 1.093
94 H -4.783 -4.621 4.384  C81 1.093
95 H -2.118 -4.571 7.037  C83 1.098
96 H -1.302 -5.530 5.796  C83 1.092
97 H -2.916 -5.979 6.304  C83 1.093
98 H -4.048 -4.195 2.125  C87 1.099
99 H -4.083 -2.637 1.278  C87 1.094
100 H -4.516 -2.677 2.950  C87 1.090
101 H -1.705 -4.123 1.011  C88 1.096
102 H -0.578 -2.883 1.586  C88 1.092
103 H -1.939 -2.419 0.579  C88 1.093
104 H -2.771 -2.058 6.829  C90 1.095
105 H -1.768 -0.655 6.489  C90 1.091
106 H -1.037 -2.245 6.514  C90 1.091
107 H -3.632 -0.567 3.990  C91 1.094
108 H -2.092 -0.586 3.113  C91 1.088
109 H -2.204 0.238 4.637  C91 1.095

Results
Total energy   -123243.356 eV
Orbital gap   7.412 eV
Multiplicity   1
LUMO energy   -0.6 eV
SMILES   CCP(C)[C@]1(CCCCN)C[C@H]([C@@H](Cl)[C@@H](C)Cl)S(=O)(=O)O[C@@H]1S.CN(C)P(=O)(N(C)C)N(C)C.CN(C)P(=O)(N(C)C)N(C)C

=====

2.
Molecular formula: C26H64Cl8F6O18PS6
Method: DFT, ωB97M-V with the def2-TZVPD basis set

Each atom is followed by the atoms it is bonded to, with distances in Å.
CARTESIAN COORDINATES (ANGSTROEM)
1 P -35.553 -9.513 -1.570  F2 1.639, F3 1.635, F4 1.647, F5 1.612, F6 1.597, F7 1.620
2 F -36.258 -8.101 -2.010  P1 1.639
3 F -34.937 -8.722 -0.279  P1 1.635
4 F -36.834 -9.800 -0.575  P1 1.647
5 F -34.845 -10.876 -1.077  P1 1.612
6 F -36.222 -10.234 -2.828  P1 1.597
7 F -34.221 -9.087 -2.388  P1 1.620
8 Cl -39.842 -7.499 -3.273  C9 1.787
9 C -39.339 -8.777 -2.130  Cl8 1.787, C10 1.512, H12 1.087, H13 1.086
10 C -40.518 -9.555 -1.590  C9 1.512, Cl11 1.762, H14 1.089, H15 1.094
11 Cl -41.424 -10.395 -2.846  C10 1.762
12 H -38.815 -8.301 -1.305  C9 1.087
13 H -38.642 -9.464 -2.601  C9 1.086
14 H -41.241 -9.043 -0.958  C10 1.089
15 H -40.113 -10.338 -0.942  C10 1.094
16 Cl -38.741 -12.520 0.105  C17 1.800
17 C -37.068 -12.844 0.683  Cl16 1.800, C18 1.509, H20 1.087, H21 1.091
18 C -36.248 -13.461 -0.422  C17 1.509, Cl19 1.794, H22 1.089, H23 1.086
19 Cl -36.771 -15.158 -0.682  C18 1.794
20 H -37.157 -13.489 1.553  C17 1.087
21 H -36.568 -11.939 1.032  C17 1.091
22 H -35.182 -13.468 -0.199  C18 1.089
23 H -36.359 -12.923 -1.359  C18 1.086
24 Cl -37.828 -4.652 -3.656  C25 1.777
25 C -36.188 -4.280 -3.083  Cl24 1.777, C26 1.513, H28 1.086, H29 1.090
26 C -36.101 -4.455 -1.583  C25 1.513, Cl27 1.782, H30 1.085, H31 1.089
27 Cl -34.563 -3.807 -0.958  C26 1.782
28 H -35.994 -3.262 -3.407  C25 1.086
29 H -35.478 -4.958 -3.556  C25 1.090
30 H -36.115 -5.499 -1.286  C26 1.085
31 H -36.954 -3.961 -1.120  C26 1.089
32 Cl -32.550 -11.850 1.423  C33 1.813
33 C -32.352 -10.160 0.798  Cl32 1.813, C34 1.514, H36 1.086, H37 1.087
34 C -30.902 -9.765 0.989  C33 1.514, Cl35 1.761, H38 1.096, H39 1.086
35 Cl -30.566 -9.306 2.655  C34 1.761
36 H -33.044 -9.616 1.434  C33 1.086
37 H -32.703 -10.043 -0.224  C33 1.087
38 H -30.763 -8.890 0.343  C34 1.096
39 H -30.166 -10.477 0.626  C34 1.086
40 O -38.235 -5.864 3.119  S41 1.444
41 S -37.777 -5.630 1.770  O40 1.444, O42 1.440, O43 1.657, C46 1.826
42 O -38.655 -5.147 0.736  S41 1.440
43 O -36.473 -4.612 1.862  S41 1.657, C44 1.414
44 C -35.550 -4.910 2.891  O43 1.414, C45 1.535, H47 1.093, H48 1.094
45 C -34.591 -3.724 3.064  C44 1.535, H49 1.090, H50 1.088, H51 1.090
46 C -36.895 -7.079 1.097  S41 1.826, H52 1.084, H53 1.085, H54 1.086
47 H -34.980 -5.823 2.697  C44 1.093
48 H -36.110 -4.984 3.828  C44 1.094
49 H -34.129 -3.514 2.100  C45 1.090
50 H -33.862 -3.949 3.839  C45 1.088
51 H -35.161 -2.845 3.366  C45 1.090
52 H -36.269 -6.709 0.293  C46 1.084
53 H -37.613 -7.790 0.701  C46 1.085
54 H -36.280 -7.504 1.885  C46 1.086
55 O -36.870 -15.639 -5.198  S56 1.436
56 S -36.618 -14.780 -6.320  O55 1.436, O57 1.458, O58 1.585, C61 1.819
57 O -37.717 -14.263 -7.127  S56 1.458
58 O -35.748 -13.550 -5.830  S56 1.585, C59 1.440
59 C -35.472 -12.492 -6.766  O58 1.440, C60 1.511, H62 1.092, H63 1.094
60 C -36.117 -11.209 -6.299  C59 1.511, H64 1.094, H65 1.093, H66 1.088
61 C -35.382 -15.626 -7.353  S56 1.819, H67 1.086, H68 1.088, H69 1.091
62 H -35.696 -12.787 -7.793  C59 1.092
63 H -34.389 -12.355 -6.840  C59 1.094
64 H -35.650 -10.355 -6.798  C60 1.094
65 H -35.857 -10.980 -5.262  C60 1.093
66 H -37.196 -11.162 -6.428  C60 1.088
67 H -35.823 -16.321 -8.062  C61 1.086
68 H -34.660 -16.112 -6.701  C61 1.088
69 H -34.791 -14.909 -7.925  C61 1.091
70 O -30.036 -7.013 -3.567  S71 1.433
71 S -30.915 -7.307 -2.474  O70 1.433, O72 1.445, O73 1.631, C76 1.825
72 O -31.240 -8.671 -2.128  S71 1.445
73 O -30.325 -6.572 -1.143  S71 1.631, C74 1.417
74 C -30.083 -5.179 -1.239  O73 1.417, C75 1.525, H77 1.092, H78 1.090
75 C -28.592 -4.883 -1.365  C74 1.525, H79 1.089, H80 1.090, H81 1.092
76 C -32.471 -6.387 -2.729  S71 1.825, H82 1.084, H83 1.087, H84 1.090
77 H -30.418 -4.677 -0.328  C74 1.092
78 H -30.620 -4.686 -2.049  C74 1.090
79 H -28.071 -5.401 -0.561  C75 1.089
80 H -28.400 -3.810 -1.379  C75 1.090
81 H -28.195 -5.237 -2.319  C75 1.092
82 H -32.284 -5.420 -3.180  C76 1.084
83 H -33.015 -6.284 -1.793  C76 1.087
84 H -33.049 -7.033 -3.392  C76 1.090
85 O -36.247 -7.706 -7.755  S86 1.454
86 S -35.634 -7.408 -6.471  O85 1.454, O87 1.442, O88 1.618, C91 1.817
87 O -34.369 -7.980 -6.086  S86 1.442
88 O -35.359 -5.821 -6.322  S86 1.618, C89 1.419
89 C -36.125 -4.899 -7.083  O88 1.419, C90 1.523, H92 1.092, H93 1.090
90 C -35.480 -4.427 -8.379  C89 1.523, H94 1.091, H95 1.095, H96 1.090
91 C -36.871 -7.747 -5.183  S86 1.817, H97 1.090, H98 1.085, H99 1.089
92 H -36.211 -3.992 -6.482  C89 1.092
93 H -37.121 -5.280 -7.308  C89 1.090
94 H -35.446 -5.230 -9.118  C90 1.091
95 H -34.433 -4.120 -8.279  C90 1.095
96 H -35.941 -3.518 -8.764  C90 1.090
97 H -37.150 -8.791 -5.322  C91 1.090
98 H -37.770 -7.142 -5.242  C91 1.085
99 H -36.409 -7.666 -4.200  C91 1.089
100 O -31.905 -14.232 -4.111  S101 1.439
101 S -31.829 -13.335 -2.989  O100 1.439, O102 1.439, O103 1.644, C106 1.775
102 O -31.925 -13.794 -1.628  S101 1.439
103 O -30.386 -12.565 -3.152  S101 1.644, C104 1.424
104 C -29.980 -11.785 -2.032  O103 1.424, C105 1.523, H107 1.093, H108 1.095
105 C -29.027 -10.686 -2.481  C104 1.523, H109 1.086, H110 1.093, H111 1.089
106 C -32.953 -11.995 -3.290  S101 1.775, H112 1.088, H113 1.089, H114 1.086
107 H -29.473 -12.439 -1.317  C104 1.093
108 H -30.865 -11.331 -1.576  C104 1.095
109 H -29.437 -10.124 -3.316  C105 1.086
110 H -28.085 -11.171 -2.751  C105 1.093
111 H -28.774 -9.995 -1.678  C105 1.089
112 H -32.991 -11.342 -2.421  C106 1.088
113 H -33.966 -12.382 -3.388  C106 1.089
114 H -32.595 -11.459 -4.163  C106 1.086
115 O -39.036 -13.387 3.655  S116 1.441
116 S -38.513 -12.073 3.932  O115 1.441, O117 1.430, O118 1.653, C121 1.820
117 O -37.117 -11.764 3.925  S116 1.430
118 O -39.259 -11.088 2.834  S116 1.653, C119 1.429
119 C -38.853 -9.719 2.766  O118 1.429, C120 1.514, H122 1.098, H123 1.091
120 C -40.039 -8.976 2.186  C119 1.514, H124 1.088, H125 1.094, H126 1.093
121 C -39.253 -11.433 5.467  S116 1.820, H127 1.085, H128 1.086, H129 1.087
122 H -38.061 -9.664 2.007  C119 1.098
123 H -38.464 -9.315 3.701  C119 1.091
124 H -40.456 -9.388 1.270  C120 1.088
125 H -39.758 -7.948 1.941  C120 1.094
126 H -40.847 -8.960 2.922  C120 1.093
127 H -38.923 -10.406 5.581  C121 1.085
128 H -38.926 -12.091 6.267  C121 1.086
129 H -40.323 -11.515 5.298  C121 1.087

Results
Total charge   -1
Total energy   -255647.855 eV
Orbital gap   9.700 eV
Multiplicity   1
LUMO energy   1.7 eV